No. 1
Below is a molecular structure, C7H14NO, with properties calculated with ωB97M-V/def2-TZVPD.

Calculated values
- Kohn-Sham gap: 9.632 eV
- Total charge: +1
- HOMO energy: -13.83 eV
- ΔE to the lowest compared entry with this formula, charge and spin: 376.9 kJ/mol
- Total energy: -404.75386 Eh
- Molar mass: 128.2 g mol⁻¹
- Multiplicity: 1
- Largest force on an atom: 5.25 eV Å⁻¹

Element x y z (Å)
C 1.57304 0.34202 0.53782
C 0.20734 0.69891 0.02912
C -0.95089 -0.87810 0.19893
C 2.73894 0.74256 -0.39534
C -0.19476 1.88517 -0.79240
C -2.09927 -0.82685 -0.74611
C -0.37136 -2.15977 0.64897
N -0.72036 0.26732 1.19199
O 1.63566 -0.35549 1.54249
H 3.48489 1.31631 0.22879
H 2.10039 1.34688 -1.14836
H 3.16836 -0.17234 -0.88584
H -0.66608 2.72434 -0.24399
H -0.91451 1.65571 -1.57554
H 0.62298 2.39471 -1.35567
H -3.02951 -0.60709 -0.24601
H -2.19973 -1.85263 -1.18962
H -1.93764 -0.04852 -1.36178
H -0.27458 -2.76511 -0.32539
H -0.92978 -2.85418 1.36189
H 0.57772 -1.84760 1.27798
H -0.32859 0.03180 2.07134
H -1.49225 0.96195 1.17674

Löwdin population analysis, charges in e, atoms 1 to 6: atom 1 (C): -0.377, atom 2 (C): -0.147, atom 3 (C): -0.238, atom 4 (C): 0.032, atom 5 (C): -0.022, atom 6 (C): 0.007

=====

No. 2
Below is a molecular structure, C7H10S, with properties calculated with ωB97M-V/def2-TZVPD.

Calculated values
- Kohn-Sham gap (spin up / spin down): 8.382 / 8.095 eV
- HOMO energy (spin up / spin down): -8.02 / -8.52 eV
- ΔE to the lowest compared entry with this formula, charge and spin: 848.1 kJ/mol
- Total energy: -670.58055 Eh
- Molar mass: 126.2 g mol⁻¹
- Multiplicity: 1
- Largest force on an atom: 2.82 eV Å⁻¹

Element x y z (Å)
C -2.73800 -0.23764 -0.68151
C -2.60958 0.98591 -0.40599
C 1.40087 -1.20136 -0.18230
C -0.51372 0.40615 0.96889
C 2.52933 -0.36727 -0.67244
C -1.26350 0.52013 -0.31097
C 0.88153 -0.12027 0.86188
S 1.88696 1.16084 0.00470
H -3.19692 -1.19499 -1.00150
H -4.16397 3.12643 0.18100
H 0.80568 -1.43965 -1.04428
H 1.79304 -2.15682 0.25498
H -0.48435 1.41121 1.38812
H -1.09286 -0.09363 1.73924
H 3.31681 -0.69679 0.03205
H 2.83996 -0.23279 -1.78388
H -0.65925 0.41660 -1.19701
H 1.26795 -0.28606 1.84901

Löwdin population analysis, charges in e, atoms 1 to 6: atom 1 (C): 0.036, atom 2 (C): -0.095, atom 3 (C): -0.255, atom 4 (C): -0.249, atom 5 (C): -0.512, atom 6 (C): -0.249

=====

No. 3
Below is 7 unconnected molecules or ions with the total composition C14H42O7, with properties calculated with ωB97M-V/def2-TZVPD.

Calculated values
- Kohn-Sham gap: 9.976 eV
- HOMO energy: -9.56 eV
- SMILES: CCO.CCO.CCO.CCO.CCO.CCO.CCO
- ΔE to the lowest compared entry with this formula, charge and spin: 857.5 kJ/mol
- Total energy: -1084.93510 Eh
- Molar mass: 322.5 g mol⁻¹
- Multiplicity: 1
- Largest force on an atom: 9.94 eV Å⁻¹

Element x y z (Å)
C 1.97560 -1.53879 -2.96277
C 2.76482 -2.04825 -4.15893
O 2.49921 -1.28975 -5.35023
H 2.47641 -1.94917 -2.22845
H 0.94164 -1.81535 -2.81651
H 1.87656 -0.36143 -2.97625
H 2.81651 -3.29913 -4.15648
H 3.76831 -2.10682 -4.12437
H 3.10811 -1.34020 -6.02415
C -2.55718 3.83912 2.52479
C -1.58179 3.92555 1.34116
O -1.37174 5.26849 0.89617
H -3.50830 4.22956 2.30445
H -2.15692 4.33735 3.39048
H -2.67207 2.90756 2.90004
H -2.32151 3.34621 0.54250
H -0.58938 3.48333 1.42139
H -0.93526 5.21373 -0.01576
C 0.41687 0.67127 -0.20357
C 0.57450 0.15739 1.27492
O -0.06048 -1.12770 1.49588
H 0.95904 1.63002 -0.53915
H -0.71193 0.99832 -0.51393
H 0.70630 -0.20328 -0.79581
H 0.15280 0.76484 1.97728
H 1.66659 0.06413 1.51306
H -0.36744 -1.25533 2.39434
C 3.70658 -2.31532 0.75891
C 2.31678 -3.08071 0.81743
O 2.54985 -4.46412 0.58681
H 3.88442 -2.48650 -0.17069
H 4.38603 -2.69945 1.40474
H 3.68948 -1.16101 0.82807
H 1.63265 -2.64604 0.09512
H 1.94982 -2.97978 1.86951
H 1.80379 -4.79879 0.79768
C -2.89331 -0.42313 -2.26491
C -2.65499 -1.24723 -0.98545
O -1.50864 -2.11512 -0.95271
H -3.22100 -1.07961 -3.04235
H -2.00776 0.06051 -2.61172
H -3.58903 0.47663 -2.05184
H -3.39955 -1.84364 -0.76220
H -2.58465 -0.49044 -0.17302
H -0.80212 -1.60595 -0.28625
C -1.87019 3.40752 -2.96389
C -0.40899 3.86247 -2.78912
O -0.20706 4.84206 -1.69529
H -2.52115 3.07187 -2.10537
H -2.02989 2.70403 -3.65088
H -2.39032 4.14175 -3.43927
H 0.18938 4.18620 -3.67908
H 0.08988 2.94141 -2.36584
H 0.74168 5.09320 -1.75058
C 0.59231 -2.96841 4.85392
C -0.82197 -2.33944 4.91704
O -1.01776 -1.13181 4.26825
H 0.80853 -3.50559 3.84216
H 0.71458 -3.68017 5.65364
H 1.50222 -2.23368 5.07897
H -1.12138 -2.15290 5.88758
H -1.47423 -2.93601 4.67139
H -1.90326 -0.90447 4.29912

Löwdin population analysis, charges in e, atoms 1 to 6: atom 1 (C): -0.073, atom 2 (C): -0.299, atom 3 (O): -0.047, atom 4 (H): -0.010, atom 5 (H): 0.067, atom 6 (H): 0.123

=====

- ΔE to the lowest compared entry with this formula, charge and spin of number 2 (C7H10S)?
  848.1 kJ/mol

=====

- Which of these has the highest molar mass?
  C14H42O7

=====

- Which of these has the highest largest force on an atom?
  C14H42O7